(1)
17
Properties=species:S:1:pos:R:3:mulliken_spin:R:1 method="wB97M-V/def2-TZVPD" lumo_energy_ev="-4.9 / -8.2" charge=+1 homo_lumo_gap_ev="7.100 / 3.751" multiplicity=2 e_above_lowest_ev=0.293
H -0.50 -0.01 -0.46 -0.001
H 0.86 -2.11 -3.22 0.000
H 0.51 -0.40 -3.53 0.000
H -0.91 -2.47 -1.90 0.000
S 1.62 2.47 1.39 0.381
H -1.54 -1.27 -0.04 0.000
H 0.23 0.22 3.16 0.030
C -0.72 -1.41 -1.95 0.000
H 1.37 -0.89 -2.08 0.000
H -1.06 1.11 4.03 0.000
C -0.05 1.17 3.63 -0.014
N -0.69 -1.01 -0.51 0.005
S -0.19 2.35 2.27 0.578
H -1.55 -0.86 -2.41 0.001
C 0.55 -1.16 -2.77 0.000
H 0.84 1.36 4.22 0.021
H 1.22 2.90 0.18 0.002

=====

(2)
68
Properties=species:S:1:pos:R:3:mulliken_charge:R:1 method="wB97M-V/def2-TZVPD" lumo_energy_ev=-10.3 charge=+3 homo_lumo_gap_ev=5.692 e_above_lowest_ev=0.793
C 0.28 -0.69 4.02 -0.128
Te 0.79 -0.47 -1.23 0.158
H 3.66 3.85 -2.65 0.355
H 4.72 -2.94 -2.26 0.420
H 1.49 -4.43 0.19 0.257
C 4.35 -3.02 1.04 -1.089
C -0.31 -0.48 2.79 0.790
H 0.82 1.93 0.74 0.327
H 3.37 -1.95 -2.75 0.387
H 4.73 1.88 -0.15 0.405
Si 2.48 2.53 -0.94 -0.229
H 3.53 1.55 1.10 0.326
H 4.98 -2.15 1.24 0.353
H 1.44 -1.62 1.07 -0.482
H -2.04 -0.43 -2.77 0.643
H 2.89 4.90 -1.47 0.364
N -3.56 0.44 0.83 0.040
C -4.52 1.36 1.06 0.670
C -2.37 0.61 -2.76 -0.255
C -0.82 -1.52 2.02 -0.335
C 2.08 -1.25 0.27 0.622
H -5.52 -2.30 1.05 0.496
Br -1.52 -4.15 1.36 -0.039
C -3.99 -0.85 0.83 -0.109
C -5.28 -1.25 1.07 -0.906
C 4.05 -2.14 -1.92 -1.098
C 0.79 2.71 -0.04 -0.731
H 2.65 -0.41 0.64 -0.014
H 4.08 3.19 0.81 0.380
C -3.35 2.52 -3.80 -0.298
C -2.56 2.58 -1.58 0.667
H 3.02 0.43 -2.23 0.447
H -3.42 4.29 -2.55 0.562
H -7.27 -0.55 1.52 0.460
H 4.68 -1.26 -1.75 0.348
H -3.12 0.60 -4.75 0.501
H 5.01 -3.86 0.79 0.385
H 0.07 2.53 -0.86 0.012
N -2.17 1.29 -1.62 0.036
H -3.25 -1.61 0.63 0.438
O -0.45 0.72 2.14 -0.767
C 2.02 -4.11 -0.71 -0.937
Br 0.97 0.77 4.95 -0.047
C 3.82 2.25 0.32 -0.969
C 2.12 1.00 -2.01 -0.729
Si 3.18 -2.71 -0.37 0.090
C -5.85 1.04 1.29 -0.782
O -1.27 -1.08 0.80 -0.091
C -3.14 3.25 -2.63 -1.013
Br 1.13 -2.36 6.13 -0.059
C -6.24 -0.29 1.32 -0.450
C -0.20 -3.07 3.71 0.302
H 2.57 -4.98 -1.08 0.425
Se -4.27 3.26 1.16 0.108
Ta -1.27 0.78 0.44 1.709
H 1.27 -3.86 -1.47 0.328
H 1.92 4.13 -2.74 0.366
C -0.79 -2.82 2.46 -0.155
H 1.68 1.28 -2.96 0.492
H 0.62 3.67 0.43 0.488
C -2.96 1.19 -3.86 -0.973
Se -2.19 3.38 0.15 0.118
Br -0.12 -4.82 4.33 -0.047
H -6.57 1.83 1.46 0.442
H 3.83 -3.29 1.96 0.382
H -3.81 3.00 -4.66 0.473
C 0.34 -2.01 4.48 0.246
C 2.76 3.98 -2.05 -1.089

=====

(3)
27
Properties=species:S:1:pos:R:3:mulliken_charge:R:1 method="wB97M-V/def2-TZVPD" lumo_energy_ev=3.4 charge=-1 homo_lumo_gap_ev=6.333 e_above_lowest_ev=0.000
H -3.09 -1.48 -1.55 0.392
H -0.77 -0.37 1.39 -0.179
H -3.65 0.09 -0.93 0.353
H -1.61 1.44 2.10 0.034
H -0.82 1.98 -0.96 0.410
H 1.17 -1.40 -0.72 0.308
C -1.30 1.25 -0.31 -1.400
H 1.38 2.34 -1.11 0.293
H 0.81 -2.07 1.69 0.272
H -0.76 -0.78 -0.61 -0.365
H -2.27 1.66 -0.02 0.453
H 2.01 -3.15 0.94 0.367
C 1.92 1.39 -1.11 -0.971
H 2.97 1.61 -1.35 0.395
P -0.37 1.06 1.40 -0.372
Cl -1.11 -0.03 -2.80 -0.297
H 0.30 0.88 2.69 0.154
H 0.09 2.47 1.33 0.038
C 1.81 -2.12 1.24 -1.233
C -2.89 -0.69 -0.83 -1.401
H 2.53 -1.84 2.02 0.335
C -1.50 -0.08 -1.00 1.098
H -2.96 -1.10 0.18 0.314
H 2.90 -1.28 -0.42 0.404
C 1.92 -1.16 0.05 -0.533
P 1.80 0.63 0.57 -0.090
H 1.50 0.77 -1.90 0.221

=====

(4)
57
Properties=species:S:1:pos:R:3:mulliken_spin:R:1 method="wB97M-V/def2-TZVPD" lumo_energy_ev="-4.2 / -4.2" charge=+1 homo_lumo_gap_ev="5.446 / 5.449" multiplicity=2 e_above_lowest_ev=1.697
C 1.96 3.22 1.63 0.006
C 1.77 0.94 -4.39 0.021
N 0.10 -2.70 -0.02 0.039
C -4.37 -1.07 -2.39 0.005
C -5.96 0.27 -3.75 0.000
H -3.82 2.14 -3.49 0.000
C -1.34 3.45 0.01 0.019
C 1.10 -0.42 -2.52 0.013
H 1.55 -1.19 -4.47 -0.001
H 3.66 1.41 3.43 -0.002
C 2.93 0.77 2.94 -0.005
H -2.20 3.02 -0.48 -0.002
C -5.26 1.13 -1.52 -0.001
H -5.66 2.09 -1.87 0.000
H -0.56 3.65 -0.73 -0.003
Se -2.68 -1.09 -1.39 -0.005
H 1.99 0.74 3.49 0.001
H -4.55 1.64 0.21 0.000
H -4.24 -1.69 -3.28 0.000
H -1.62 4.37 0.52 -0.001
H -6.94 1.53 -4.86 0.000
Se -0.76 2.13 1.32 -0.010
H -6.80 -0.25 -3.27 0.000
H 0.96 -4.02 3.88 0.001
S -0.54 -4.15 2.01 0.018
C 1.49 -0.30 -3.87 -0.060
H 2.72 3.67 2.28 0.003
H 1.94 3.78 0.69 -0.002
C 1.68 2.05 -3.54 -0.039
H -0.42 -2.91 4.08 0.001
C 0.60 3.23 2.29 0.004
C -0.11 -3.89 3.76 -0.001
H -6.06 0.57 -1.03 0.000
H 0.21 4.25 2.35 -0.002
H -5.12 -1.54 -1.75 0.000
H -3.46 0.69 -4.45 0.002
H 2.06 1.06 -5.42 0.000
Se 2.62 1.41 1.13 -0.027
O -6.30 1.57 -4.14 0.000
N 0.45 -1.57 -0.62 0.106
C -0.07 -2.67 1.26 0.026
H -5.64 -0.33 -4.62 0.000
C -4.78 0.35 -2.75 0.002
S 0.12 -1.18 2.15 0.039
H 1.33 2.71 -1.54 -0.015
H 0.68 -2.57 -2.44 -0.002
C 0.74 -1.63 -1.92 -0.108
H 1.88 3.04 -3.91 -0.001
C -3.63 1.07 -3.43 0.008
H 0.65 2.81 3.29 -0.001
H -0.64 -4.66 4.32 0.000
Tc 0.49 0.22 0.25 1.008
C 1.35 1.86 -2.22 0.051
N 1.06 0.67 -1.69 -0.084
O -4.19 1.34 -0.63 0.001
Se -1.94 0.82 -2.45 -0.004
H 3.32 -0.25 2.87 0.001

=====

(5)
7
Properties=species:S:1:pos:R:3:mulliken_charge:R:1 method="wB97M-V/def2-TZVPD" smiles="C=O.O" lumo_energy_ev=0.6 homo_lumo_gap_ev=10.981 e_above_lowest_ev=0.562
H 0.14 -1.38 1.63 0.331
O -0.19 0.87 -2.04 -0.387
H 0.38 0.95 -0.13 0.117
C -0.37 0.59 -0.88 0.025
O 0.74 -0.98 0.95 -0.636
H -1.22 -0.02 -0.49 0.233
H 0.52 -0.02 0.97 0.318

=====

(6)
36
Properties=species:S:1:pos:R:3:mulliken_spin:R:1 method="wB97M-V/def2-TZVPD" lumo_energy_ev="-1.7 / -3.2" homo_lumo_gap_ev="7.179 / 6.159" multiplicity=2 e_above_lowest_ev=1.079
As -0.83 3.18 -1.94 -0.001
H 6.26 -0.68 -1.39 0.000
H 5.25 -1.30 2.73 0.000
C -2.70 -0.66 0.94 0.189
F 0.45 4.07 -2.66 0.000
H -5.64 -0.54 2.67 0.006
F 0.30 2.48 -0.79 0.001
H -6.54 -0.75 0.37 0.000
H -0.98 -0.74 2.21 -0.003
C -3.61 -0.59 2.04 -0.078
F -1.95 3.72 -3.12 0.000
C -1.34 -0.66 1.19 -0.109
F -0.45 1.73 -2.99 -0.001
C -4.95 -0.62 1.84 0.121
F -2.07 2.11 -1.26 0.005
H 6.95 -1.09 0.95 0.001
C 1.79 -0.64 -0.28 -0.009
N -0.35 -0.55 0.29 0.203
C 4.95 -1.12 1.71 -0.009
C 3.60 -1.01 1.40 0.025
C 5.51 -0.77 -0.61 -0.003
C 5.90 -1.00 0.71 0.014
C 4.17 -0.66 -0.92 0.006
N 0.88 -0.76 0.73 0.280
Pd -0.62 0.12 -1.43 0.051
F -1.24 4.41 -0.83 0.000
H 2.85 -1.10 2.17 0.003
H -5.04 -0.94 -1.58 0.001
C -3.23 -0.82 -0.41 0.066
O 1.43 -0.47 -1.47 0.109
H 3.85 -0.47 -1.94 0.000
C -5.47 -0.74 0.51 -0.016
O -2.47 -1.01 -1.40 0.126
C -4.66 -0.84 -0.57 0.034
C 3.21 -0.78 0.08 -0.006
H -3.20 -0.50 3.04 -0.003